{"formula": "H18O9", "method": "ωB97M-V/def2-TZVPD", "homo_energy_ev": -9.3, "relative_energy_kj_mol": 519.6, "e_tot_ev": -18716.7505, "lumo_energy_ev": -0.15, "smiles": "O.O.O.O.O.O.O.O.O", "gap_ev": 9.18, "species": ["O", "O", "O", "O", "O", "O", "O", "O", "O", "H", "H", "H", "H", "H", "H", "H", "H", "H", "H", "H", "H", "H", "H", "H", "H", "H", "H"], "coordinates": [[-2.76, 1.56, -3.07], [3.52, -2.10, -1.11], [-0.80, -3.02, 0.45], [2.40, 3.85, 0.60], [-3.84, -0.04, 2.11], [-1.05, -0.14, -2.04], [1.52, 0.36, -0.20], [0.59, -1.63, 0.29], [-0.02, 0.71, 3.33], [0.33, -1.00, 0.97], [-0.22, -3.67, 0.87], [4.40, -1.88, -0.80], [-3.46, -0.35, 1.28], [-3.16, 0.71, -3.31], [1.76, 3.46, -0.01], [3.23, 3.83, 0.12], [-1.71, -0.39, -1.39], [-0.47, 0.47, -1.56], [2.30, -0.18, -0.04], [0.74, 1.30, 3.37], [1.54, -1.72, 0.40], [-1.61, -3.51, 0.28], [-4.51, 0.60, 1.83], [-3.51, 2.10, -2.81], [1.87, 1.21, -0.49], [3.20, -1.27, -1.50], [-0.29, 0.74, 2.41]]}